No. 1
29
Properties=species:S:1:pos:R:3:mulliken_charge:R:1 method="wB97M-V/def2-TZVPD" s2=3.78 charge=+1 spin_multiplicity=4 e_homo_ev="-11.98 / -11.97" total_energy_ev=-82474.52487
Pt 0.49871 0.40204 -0.23343 1.0695
Cl -0.17283 0.02181 2.12126 -0.2103
C -0.60845 -1.64979 2.03344 0.7893
C -1.45617 -2.13504 2.99451 -0.7308
C -1.77924 -3.49259 2.99706 -0.3370
C -1.25518 -4.35339 2.04783 -0.6459
C -0.41784 -3.86534 1.06208 0.3925
Cl 0.19864 -4.93021 -0.11965 -0.1494
C -0.07870 -2.48216 1.01710 0.1454
S 0.92841 -1.93909 -0.25736 -0.1530
H -1.86429 -1.46889 3.74196 0.4394
H -2.44442 -3.87980 3.75633 0.4087
H -1.50075 -5.40556 2.06698 0.4406
F -0.61394 0.89417 -2.28629 -0.6386
Sb -2.32550 1.38752 -1.41134 2.4018
F -1.84995 -0.25042 -0.42013 -0.5871
F -3.27091 0.41296 -2.67315 -0.4951
F -3.73690 1.69144 -0.23786 -0.5041
F -2.24595 3.01535 -2.31969 -0.5073
F -1.07727 2.18906 -0.10625 -0.6274
I 2.77785 5.17958 -3.37677 0.2143
C 2.70371 3.55530 -2.09571 -0.6742
C 3.76384 2.92114 -1.47996 -0.0632
N 3.25120 1.92597 -0.74049 -0.0909
N 1.91499 1.89149 -0.83917 -0.1022
C 1.56127 2.87321 -1.66619 -0.0262
H 4.82105 3.11760 -1.53339 0.4689
H 3.74626 1.30274 -0.12682 0.2405
H 0.53237 3.07094 -1.91487 0.5319

=====

No. 2
25
Properties=species:S:1:pos:R:3:mulliken_charge:R:1 method="wB97M-V/def2-TZVPD" s2=6.01 charge=+4 spin_multiplicity=5 e_homo_ev="-18.60 / -21.11" total_energy_ev=-100810.40723
Ir 7.10000 -2.30583 -2.73140 0.9082
Ga 0.06515 0.86066 -1.40167 0.3205
Cl 6.25221 -2.46972 -0.61617 0.2256
Cl -0.47941 -0.38134 -3.08895 -0.2010
C -0.63602 2.79299 -1.56526 0.4751
C 8.84760 -2.86056 -2.45430 0.5011
C 7.01678 -1.95926 -4.56087 0.4941
O -1.46568 3.53570 -1.89466 -0.0767
O 9.94279 -3.22562 -2.26762 -0.0600
O 6.96306 -1.75712 -5.71932 -0.0689
N -4.42293 1.76806 3.45111 -0.2225
C -3.37057 2.07837 2.64648 0.7001
O -2.86637 3.19487 2.57425 -0.1305
C -2.83087 0.93798 1.83928 0.3809
C -3.25681 -0.39802 1.94043 -0.2440
C -2.67194 -1.35560 1.10890 -0.9696
C -1.68768 -0.96206 0.19177 -0.0535
N -1.31265 0.33521 0.07170 0.0437
C -1.83210 1.27290 0.92112 -0.1954
H -4.85947 2.52577 3.96159 0.2961
H -4.87753 0.87363 3.42589 0.1825
H -4.01905 -0.69030 2.66371 0.3858
H -2.95684 -2.40966 1.14301 0.4358
H -1.20596 -1.68426 -0.46664 0.3944
H -1.43569 2.28321 0.82764 0.4783